# 1
Below is the ion C30H35N4O3S2 with charge +1 at a distorted geometry, with properties calculated with ωB97M-V/def2-TZVPD.

Properties
Largest force on an atom ... 1.50 eV/A
Total charge ... +1
SMILES ... CCc1ccc2nc(N(CCC[NH+](C)C)C(=O)c3ccc(S(=O)(=O)N4CCCc5ccccc54)cc3)sc2c1
Energy relative to the best compared isomer or geometry (same formula, charge and spin) ... 18.8 kJ/mol
LUMO level ... -2.68 eV

Last column: natural (NBO) charge in e.
Element x y z (Å)
C -2.7153 -4.5817 0.2782  -0.601
H -2.8641 -4.5071 -0.7963  0.208
H -2.7158 -3.5745 0.6889  0.225
H -3.5435 -5.1399 0.7066  0.213
C -1.3899 -5.2854 0.5890  -0.423
C -0.2568 -4.4722 0.0458  0.041
C 0.2473 -3.4171 0.7933  -0.254
C 1.2122 -2.6122 0.2260  -0.115
C 1.6965 -2.8330 -1.0833  0.049
C 1.2098 -3.9163 -1.8092  -0.173
C 0.2424 -4.7134 -1.2393  -0.214
H -0.1562 -5.5430 -1.8033  0.223
H 1.5799 -4.0952 -2.8055  0.231
N 2.5633 -1.8830 -1.5400  -0.422
C 2.7506 -0.9630 -0.6786  0.239
N 3.4800 0.2091 -0.9052  -0.471
C 2.8504 1.4074 -0.8557  0.721
O 3.4837 2.4652 -0.8028  -0.655
C 1.3735 1.2969 -0.8078  -0.162
C 0.7130 0.5465 -1.7824  -0.118
C -0.5961 0.1601 -1.5717  -0.208
C -1.2352 0.5297 -0.4012  -0.289
C -0.6302 1.3749 0.5096  -0.183
C 0.6782 1.7761 0.2997  -0.163
H 1.1843 2.3954 1.0244  0.223
H -1.1698 1.6753 1.3932  0.241
S -2.7445 -0.3401 0.0523  2.320
O -3.3032 -0.9212 -1.1280  -0.912
O -2.3214 -1.2222 1.1065  -0.946
N -3.7156 0.8412 0.7162  -0.700
C -4.5482 1.5207 -0.1932  0.204
C -3.9859 2.0114 -1.3665  -0.233
C -4.7629 2.6914 -2.2844  -0.200
C -6.1084 2.8990 -2.0306  -0.210
C -6.6662 2.4138 -0.8630  -0.176
C -5.9061 1.7149 0.0660  -0.070
C -6.5429 1.1902 1.3239  -0.420
C -5.6851 0.1044 1.9646  -0.410
C -4.2479 0.6063 2.0448  -0.223
H -4.2037 1.5489 2.6016  0.198
H -3.5948 -0.1258 2.5199  0.246
H -5.7047 -0.8002 1.3532  0.212
H -6.0536 -0.1407 2.9607  0.223
H -6.6704 2.0191 2.0283  0.216
H -7.5374 0.8043 1.0941  0.229
H -7.7171 2.5656 -0.6646  0.216
H -6.7201 3.4323 -2.7414  0.220
H -4.3164 3.0620 -3.1942  0.218
H -2.9347 1.8510 -1.5521  0.207
H -1.1239 -0.4636 -2.2757  0.260
H 1.2354 0.2352 -2.6742  0.232
C 4.8888 0.0804 -1.2477  -0.228
H 5.1629 0.9290 -1.8797  0.222
H 4.9692 -0.8316 -1.8417  0.252
C 5.8095 -0.0126 -0.0189  -0.438
H 6.5987 -0.7350 -0.2278  0.251
C 6.5057 1.3006 0.3338  -0.217
N 5.5848 2.3957 0.7072  -0.402
C 6.2633 3.6982 0.6683  -0.415
H 5.5550 4.4878 0.9089  0.235
H 7.0823 3.7230 1.3869  0.223
H 6.6584 3.8858 -0.3278  0.232
C 4.9622 2.1774 2.0197  -0.424
H 4.2748 2.9921 2.2366  0.235
H 4.4012 1.2458 2.0281  0.227
H 5.7245 2.1416 2.7978  0.226
H 4.7741 2.4344 -0.0218  0.480
H 7.2003 1.1344 1.1619  0.225
H 7.0828 1.6305 -0.5329  0.224
H 5.2415 -0.4030 0.8267  0.224
S 1.9573 -1.1909 0.8958  0.347
H -0.1348 -3.2091 1.7795  0.230
H -1.2861 -5.3920 1.6699  0.212
H -1.3889 -6.2801 0.1404  0.213

Cartesian forces, eV/Å:
C 0.1 -0.1 0.1
H -0.1 0.0 -0.1
H 0.0 0.0 0.0
H -0.1 0.0 0.0
C -0.2 0.1 -0.1
C 0.2 0.1 0.2
C -0.1 -0.2 -0.1
C 0.3 0.1 -0.2
C -0.5 -0.4 0.8
C 0.0 0.1 0.0
C 0.1 0.0 -0.1
H -0.1 -0.1 -0.1
H 0.0 0.0 -0.1
N 0.7 0.6 -0.6
C -0.7 -0.8 1.0
N 0.3 0.3 -0.3
C -0.1 -0.1 0.1
O -0.1 0.3 -0.1
C -0.5 0.3 -0.1
C 0.0 0.3 0.2
C -0.2 -0.1 -0.1
C -0.2 -0.3 0.1
C 0.0 0.1 0.1
C 0.0 0.0 -0.2
H 0.0 0.1 0.1
H 0.0 0.1 0.1
S 0.5 -0.1 0.1
O -0.1 0.3 -0.1
O -0.1 0.3 0.3
N 0.8 -0.8 -0.3
C -0.5 0.6 -0.7
C -0.2 0.2 -0.1
C 0.1 -0.1 0.0
C -0.1 0.0 0.0
C 0.1 0.0 -0.1
C 0.1 -0.1 0.1
C 0.0 -0.2 0.1
C 0.0 0.3 0.0
C -0.1 -0.4 0.6
H 0.0 -0.1 0.0
H -0.1 0.2 0.1
H 0.0 -0.1 0.0
H 0.0 0.0 0.0
H -0.1 0.0 0.0
H 0.0 0.1 0.0
H -0.1 0.0 0.0
H -0.1 0.1 -0.1
H 0.0 0.0 -0.1
H 0.0 0.1 -0.1
H 0.0 -0.1 -0.2
H 0.0 -0.1 0.0
C 0.3 -0.1 0.0
H 0.0 -0.1 0.0
H 0.0 0.1 0.0
C -0.1 0.2 -0.1
H 0.0 0.0 0.1
C 0.3 -0.7 -0.2
N -0.4 0.1 -0.4
C 0.3 0.6 0.0
H -0.1 -0.1 0.0
H 0.0 -0.1 0.0
H 0.0 -0.1 0.0
C -0.3 -0.1 0.5
H 0.0 0.0 -0.1
H 0.0 0.0 -0.1
H 0.1 0.0 -0.1
H 0.4 -0.1 0.4
H 0.0 0.2 0.0
H 0.0 0.1 0.1
H 0.1 -0.1 0.0
S 0.3 -0.3 -0.7
H -0.1 0.0 0.1
H 0.0 -0.1 0.0
H 0.1 0.0 0.1



# 2
Below is a structure of composition C30H35O8Tl at a distorted geometry, with properties calculated with ωB97M-V/def2-TZVPD.

Properties
Largest force on an atom ... 5.30 eV/A
Total charge ... -2
LUMO level ... 3.05 eV

Last column: Löwdin charge in e.
Element x y z (Å)
C 0.2864 -0.8805 -4.8814  -0.244
C -0.0631 -1.4169 -3.4845  -0.036
C -0.0255 0.6372 -4.8661  -0.027
C -1.0031 0.8331 -3.6930  -0.167
H -0.4898 0.8841 -5.8268  0.122
H 0.9052 1.2083 -4.7645  0.119
C -1.2684 -0.5638 -3.0716  -0.207
H 0.7953 -1.2290 -2.8221  0.147
H -0.2645 -2.4978 -3.5083  0.141
C -1.4802 -0.4128 -1.5736  -0.183
H -2.1666 -1.0082 -3.5281  0.154
H -1.9546 1.2238 -4.0810  0.145
C -0.5578 1.7553 -2.5263  -0.355
C 1.6692 -1.2453 -5.3831  -0.429
C -0.5007 -1.6147 -5.9703  -0.438
O -1.1723 -1.0935 -6.8421  0.111
O 2.5529 -1.7422 -4.7135  0.142
O 1.7796 -1.0281 -6.7127  -0.034
O -0.3066 -2.9473 -5.9093  -0.027
C -0.8146 -3.6481 -7.0470  -0.036
H -0.5735 -4.6939 -6.8630  0.094
H -0.3197 -3.2939 -7.9595  0.099
H -1.8960 -3.5033 -7.1413  0.097
C 3.0147 -1.4918 -7.2573  -0.039
H 3.8556 -0.9212 -6.8455  0.100
H 2.9271 -1.3367 -8.3320  0.091
H 3.1561 -2.5550 -7.0278  0.102
O -0.8618 0.8139 -1.1364  -0.450
H -1.0391 -1.2247 -0.9793  0.121
H -2.5557 -0.3316 -1.3464  0.129
C -1.4447 2.9715 -2.3788  -0.032
C 0.9149 2.0730 -2.3999  -0.029
H 1.2245 2.7289 -3.2259  0.089
H 1.5282 1.1626 -2.4021  0.101
H 1.0965 2.6157 -1.4602  0.090
H -1.2983 3.4521 -1.4027  0.086
H -2.5010 2.6942 -2.4892  0.093
H -1.1879 3.6967 -3.1653  0.094
Tl -0.5231 1.1133 1.1006  0.979
C -2.3539 -0.8694 3.8559  -0.192
C -2.8566 -0.7518 2.5266  -0.277
C -2.2480 -1.7777 1.7349  -0.264
H -3.5916 -0.0243 2.1862  0.040
C -1.3700 -2.5154 2.5785  -0.199
C -1.4373 -1.9574 3.8828  -0.173
H -0.8739 -2.2990 4.7446  0.071
H -2.6339 -0.2493 4.7019  0.070
H -2.4492 -1.9874 0.6855  0.033
H -0.7527 -3.3602 2.2799  0.061
C 2.3879 -0.0181 3.0740  -0.214
C 2.1167 -1.0737 3.9905  -0.180
C 1.7677 -2.2304 3.2372  -0.205
H 2.1813 -1.0205 5.0721  0.067
C 1.8219 -1.8988 1.8567  -0.233
C 2.2188 -0.5289 1.7501  -0.294
H 2.3841 0.0174 0.8221  0.022
H 2.6833 0.9926 3.3403  0.062
H 1.4976 -3.1975 3.6588  0.064
H 1.5995 -2.5658 1.0253  0.050
O 0.1800 3.9863 5.3244  -0.014
C 0.1158 3.4105 6.5113  -0.308
C 0.1445 4.1851 7.7010  -0.053
C 0.0561 3.5585 8.9355  -0.147
C -0.0525 2.1599 9.0223  -0.139
C -0.0701 1.3896 7.8561  -0.040
C 0.0064 1.9872 6.5956  -0.059
C -0.0165 1.1668 5.3299  -0.552
O -0.0505 -0.0708 5.4538  -0.013
O 0.0128 1.8277 4.2136  -0.110
H 0.1093 3.1295 4.6313  0.057
H 0.2319 5.2667 7.6055  0.092
H 0.0719 4.1626 9.8443  0.078
H -0.1227 1.6704 9.9951  0.074
H -0.1457 0.3023 7.8935  0.110

Cartesian forces, eV/Å:
C -0.1 -0.6 -0.6
C 0.5 0.1 0.0
C 0.1 -0.4 -0.2
C -0.4 0.2 0.6
H 0.2 0.1 0.2
H -0.3 -0.1 0.0
C 0.1 -0.5 -0.3
H -0.2 -0.1 -0.1
H 0.1 0.4 0.2
C -0.3 0.6 0.3
H 0.2 0.1 0.1
H 0.3 0.0 0.1
C -0.5 -1.6 2.1
C 1.3 -0.5 1.3
C -1.5 0.7 -0.8
O 0.5 -0.5 0.9
O -0.8 0.7 -0.8
O 0.3 0.0 0.4
O 0.0 0.4 -0.1
C 0.0 -0.2 0.0
H -0.1 0.1 -0.1
H -0.1 -0.1 0.2
H 0.2 0.0 0.0
C 0.2 0.0 -0.2
H -0.2 -0.2 -0.1
H 0.1 0.0 0.1
H 0.0 0.3 0.0
O 0.2 0.9 -5.2
H -0.2 0.1 -0.2
H 0.3 -0.3 0.0
C 0.0 0.1 0.2
C 0.0 0.0 0.1
H 0.0 -0.1 0.1
H -0.1 0.2 0.0
H -0.1 -0.2 -0.3
H 0.0 -0.1 -0.3
H 0.2 0.1 0.1
H -0.1 -0.1 0.1
Tl 0.5 -0.5 3.4
C 0.0 -0.7 -0.7
C 0.4 0.1 0.4
C 0.5 0.0 0.1
H 0.0 -0.1 0.0
C -0.7 0.4 0.3
C -0.8 0.0 -0.8
H 0.0 0.2 -0.2
H 0.2 0.0 -0.2
H -0.1 0.0 0.1
H -0.1 0.3 0.0
C 0.0 -0.8 0.3
C 0.5 0.1 -1.2
C 0.5 0.6 -0.5
H -0.2 0.1 -0.2
C 0.2 0.1 0.6
C -0.6 -0.1 0.3
H 0.2 -0.1 0.0
H -0.1 -0.1 -0.1
H 0.0 0.2 -0.1
H 0.0 0.1 0.1
O 0.0 0.2 -0.3
C -0.1 -0.5 0.6
C 0.0 -0.4 -0.5
C 0.0 -0.4 0.0
C 0.0 0.2 0.0
C 0.0 0.4 -0.2
C 0.1 1.0 0.6
C 0.0 -1.9 -0.2
O 0.0 1.9 0.2
O -0.1 0.4 0.6
H 0.0 -0.1 0.2
H 0.0 -0.2 0.1
H 0.0 -0.1 -0.1
H 0.0 0.2 -0.2
H 0.0 0.3 -0.1



# 3
Below is a structure of composition C30H36N3O3PbS2Se2 at a distorted geometry, with properties calculated with ωB97M-V/def2-TZVPD.

Properties
Largest force on an atom ... 2.56 eV/A
Total charge ... -1
Energy relative to the best compared isomer or geometry (same formula, charge and spin) ... 0.0 kJ/mol
LUMO level ... 2.53 eV

Last column: Löwdin charge in e.
Element x y z (Å)
Pb 1.0170 0.7231 -0.7329  0.590
C 0.5933 -4.2188 -0.5794  -0.046
C -0.1114 -3.0180 -0.1260  -0.334
N -0.6087 -2.1837 -0.9382  0.052
N -0.6878 -2.5007 -2.2605  -0.065
C 0.0956 -1.9276 -3.0768  -1.046
S 1.4591 -0.8210 -2.8990  0.399
S -0.4132 -2.3154 -4.8240  0.789
C -1.7867 -1.0868 -5.1451  -0.405
C -1.2688 0.2151 -4.6221  -0.363
C -1.7749 0.7708 -3.4544  -0.067
C -1.2538 1.9802 -2.9989  -0.158
C -0.2916 2.6305 -3.7371  -0.101
C 0.1503 2.1075 -4.9853  -0.075
C -0.3107 0.8965 -5.3564  -0.108
C -0.3849 -2.9270 1.3215  -0.103
C -0.3076 -4.1167 2.0855  -0.012
C -0.5581 -4.0477 3.4521  -0.105
C -1.0307 -2.9198 4.0758  -0.077
C -1.1996 -1.7967 3.2841  -0.017
C -0.8601 -1.7872 1.9394  -0.201
O -1.0990 -0.6179 1.2112  -0.093
H 1.2284 -4.6685 0.2327  0.087
H 1.2439 -3.9112 -1.4251  0.087
H -0.0810 -5.0141 -1.0134  0.112
H -2.7481 -1.4236 -4.7269  0.076
H -1.9058 -1.0577 -6.2609  0.084
H -2.5006 0.2798 -2.8267  0.099
H -1.6044 2.4235 -2.0423  0.101
H 0.0774 3.6008 -3.5023  0.091
H 0.9709 2.5688 -5.4764  0.097
H 0.2264 0.3481 -6.1350  0.118
H -0.0129 -5.0705 1.6041  0.111
H -0.4566 -4.9262 4.0319  0.084
H -1.2106 -2.9286 5.1632  0.113
H -1.4954 -0.8251 3.7031  0.123
O 7.0858 1.5262 1.0135  -0.069
C 5.9236 2.0810 1.5895  -0.226
C 4.6000 1.7252 0.8204  -0.562
C 3.5177 2.4097 1.6550  -0.313
O 3.4086 1.8647 2.9022  -0.078
C 4.4166 0.1947 0.8006  -0.503
Se 2.5974 -0.6333 1.0017  0.473
C 4.6874 2.3276 -0.6024  -0.607
Se 3.3555 1.8268 -1.8817  0.429
H 7.0691 0.5731 1.2420  0.093
H 6.0458 3.1452 1.5450  0.115
H 5.7740 1.7222 2.6360  0.132
H 2.5557 2.3672 1.0784  0.077
H 3.8541 3.4130 1.7428  0.113
H 3.0077 1.0035 2.8138  -0.009
H 5.0088 -0.3609 1.5854  0.066
H 4.6698 -0.2295 -0.1932  0.045
H 5.6912 2.1222 -0.9805  0.059
H 4.6278 3.4211 -0.4510  0.059
C -4.3370 -1.3195 1.1900  -0.110
N -4.6827 0.0082 0.7199  -0.259
C -5.6048 -0.1242 -0.3951  -0.134
C -3.4636 0.7634 0.3394  -0.147
C -2.5048 1.2446 1.4169  -0.120
C -2.7103 2.4932 2.0348  -0.043
C -1.7830 3.0808 2.8704  -0.091
C -0.5657 2.4294 3.1573  -0.067
C -0.3488 1.1674 2.6390  -0.049
C -1.3215 0.6032 1.7890  -0.299
H -5.2406 -1.8897 1.3428  0.071
H -3.8666 -1.2844 2.1674  0.074
H -3.6169 -1.9022 0.5056  0.118
H -6.4068 -0.7541 -0.0462  0.060
H -5.1239 -0.6720 -1.3031  0.110
H -6.0596 0.8394 -0.7536  0.090
H -3.7948 1.6685 -0.2672  0.137
H -2.8733 0.1167 -0.3512  0.114
H -3.6228 3.0441 1.8054  0.113
H -1.8841 4.1060 3.2664  0.103
H 0.2395 2.8417 3.7669  0.109
H 0.5763 0.6053 2.8281  0.090

Cartesian forces, eV/Å:
Pb 0.4 0.2 -0.4
C 1.4 -1.7 -1.0
C -0.5 -0.4 0.3
N -0.6 0.9 0.2
N 0.3 -0.1 0.5
C -0.2 0.7 -1.5
S -0.5 -0.8 0.2
S 0.0 -0.1 0.0
C 0.7 -0.6 -0.3
C -1.6 0.2 0.1
C 0.5 0.2 0.0
C -0.2 0.5 0.7
C 0.0 0.0 -1.8
C -0.2 0.6 2.5
C 0.6 -1.3 -0.8
C 0.0 -0.8 -0.5
C 0.3 0.8 0.1
C -0.2 -0.9 -0.6
C 0.1 0.6 0.1
C 0.0 1.1 0.7
C -0.7 1.4 0.6
O 0.6 -1.3 -0.4
H -0.5 0.5 -1.1
H -0.2 -0.3 0.5
H 0.4 0.8 0.6
H 0.5 0.2 0.2
H 0.3 -0.1 1.0
H -0.2 -0.4 -0.2
H 0.2 -0.4 -0.7
H 0.3 0.5 0.7
H 0.4 0.4 -0.5
H -0.5 0.2 -0.2
H -0.3 0.9 0.6
H 0.2 -0.9 0.5
H 0.0 0.2 -0.7
H -0.1 -0.7 0.0
O 0.3 -1.1 0.3
C -1.1 -1.2 0.0
C 0.5 -0.3 0.2
C -0.5 -0.6 -2.3
O 0.0 0.3 1.9
C 0.2 -1.3 -0.5
Se 0.3 0.0 0.7
C 0.4 0.7 1.7
Se -0.7 -0.2 -0.8
H 0.1 0.8 -0.4
H 0.1 0.7 0.2
H 0.3 0.5 -0.6
H 0.6 0.3 0.5
H -0.1 1.3 0.3
H -0.4 -0.8 -0.2
H -0.5 0.7 -0.7
H 0.3 0.5 0.6
H -0.2 -0.2 -0.2
H 0.1 -0.3 -0.2
C 1.1 -0.6 -0.3
N 0.5 0.5 0.0
C 0.6 0.0 -1.4
C -0.1 0.1 -1.2
C -0.1 0.7 0.9
C -0.3 0.1 -0.3
C 1.2 0.6 0.6
C -0.3 -0.4 -0.1
C -0.3 -0.3 -0.4
C -0.1 -0.3 0.3
H -0.3 -0.3 -0.2
H 0.3 0.2 0.1
H -1.0 0.8 0.6
H -0.4 -0.2 0.0
H -0.6 0.8 1.1
H 0.7 -0.7 0.5
H 0.3 -1.0 0.8
H -0.1 0.3 0.1
H 0.1 -0.1 0.0
H -0.4 -0.7 -0.3
H -0.4 0.3 -0.1
H -0.5 0.3 -0.1



Question: Which of these has the lowest total charge?
Answer: C30H35O8Tl



Question: Which of these has the highest LUMO level?
Answer: C30H35O8Tl



Question: The highest total charge belongs to which entry?
Answer: C30H35N4O3S2